# 1
Molecular formula: C44H40Cl5N3OSnTe
Method: DFT, wB97M-V/def2-TZVPD

As for the expectation value of S²: 0.78. As for the energy above the lowest of the compared OMol25 structures with the same formula, charge and spin: 29.78 kcal/mol. For the energy, the calculation gives -128524.45939 eV. As for the multiplicity: 2. The charge is +1. For the LUMO energy (alpha / beta), the calculation gives -2.70 / -2.94 eV. The max |F| comes out at 0.326 eV Å⁻¹. Its frontier orbital gap (alpha / beta) is 6.3 / 8.0 eV.

CARTESIAN COORDINATES (ANGSTROEM)
Sn1 2.472525 -1.153904 -0.061486
Cl1 5.165464 0.361458 0.190074
C1 4.091593 0.980562 1.417876
C2 2.775412 0.527364 1.431853
C3 1.997102 0.994642 2.486278
Cl2 0.344565 0.472002 2.691385
C4 2.463598 1.920466 3.420575
Cl3 1.451155 2.505169 4.678978
C5 3.773962 2.386954 3.327861
Cl4 4.354898 3.560295 4.432627
C6 4.608816 1.896602 2.327547
Cl5 6.227515 2.449993 2.204029
C7 3.603999 5.141495 -1.033425
C8 3.317638 4.047944 0.000025
C9 1.873874 4.057632 0.482802
C10 1.634855 5.063372 1.421176
C11 0.410195 5.244001 2.027081
C12 -0.617910 4.381741 1.715972
C13 -0.455988 3.354890 0.792571
C14 -1.648422 2.438174 0.640965
C15 -2.858914 3.111623 -0.003199
C16 0.783698 3.226491 0.150042
N1 0.925596 2.099839 -0.855586
C17 2.041932 2.254551 -1.799208
C18 2.751329 1.201627 -2.329801
C19 3.585371 1.305909 -3.470365
C20 4.103546 0.039364 -3.720478
C21 3.587704 -0.797963 -2.748055
N2 2.767967 -0.109663 -1.888283
H1 4.622293 5.052378 -1.411941
H2 3.495008 6.131930 -0.590407
H3 2.921935 5.097135 -1.882864
H4 3.927496 4.254462 0.881856
H5 3.641766 3.080769 -0.367174
H6 2.463910 5.707609 1.688608
H7 0.270619 6.027627 2.759609
H8 -1.572772 4.471833 2.219370
H9 -1.921765 2.117927 1.649204
H10 -1.383308 1.526589 0.116240
H11 -3.125945 4.025172 0.528487
H12 -3.723010 2.449183 0.026508
H13 -2.674400 3.374164 -1.043145
H14 2.056985 3.224982 -2.256624
H15 3.744412 2.208101 -4.040016
H16 4.761072 -0.251608 -4.522679
H17 3.763369 -1.855289 -2.611244
C22 -2.086971 -8.083653 -0.950640
C23 -1.669122 -6.674815 -0.645309
C24 -2.468871 -5.597154 -0.989556
C25 -2.119188 -4.281414 -0.700888
C26 -3.047372 -3.203282 -1.183088
C27 -0.914180 -4.066263 -0.024081
Te1 -0.382692 -2.254818 0.929425
N3 0.107749 -0.670690 -0.233955
C28 -0.314172 -0.728806 -1.552853
O1 -0.554036 -1.750977 -2.167324
C29 -0.610478 0.618882 -2.203339
C30 -1.492162 0.546306 -3.282498
C31 -1.965637 1.676742 -3.926270
C32 -1.558745 2.930822 -3.499946
C33 -0.669500 3.039783 -2.444367
C34 -0.211465 1.899818 -1.806871
C35 -2.292703 -1.641988 1.563644
C36 -2.965383 -0.622065 0.902338
C37 -4.224866 -0.242190 1.329112
C38 -4.797799 -0.877614 2.423811
C39 -4.117615 -1.889899 3.074150
C40 -2.850465 -2.300851 2.658026
C41 -2.176258 -3.418686 3.409261
C42 -0.061217 -5.132334 0.321077
C43 1.261304 -4.958235 1.024165
C44 -0.461882 -6.418942 -0.005650
H18 -2.881428 -8.110958 -1.694237
H19 -2.456103 -8.573172 -0.047243
H20 -1.246389 -8.670489 -1.320137
H21 -3.393326 -5.774149 -1.528246
H22 -3.432903 -3.482295 -2.163753
H23 -2.545131 -2.249162 -1.294336
H24 -3.899098 -3.081779 -0.511086
H25 -1.800081 -0.440452 -3.600358
H26 -2.647016 1.577216 -4.760006
H27 -1.921039 3.824661 -3.989896
H28 -0.317336 4.010479 -2.118017
H29 1.016486 1.222814 -0.316135
H30 -2.520114 -0.141444 0.041463
H31 -4.764171 0.534285 0.804914
H32 -5.781956 -0.586488 2.766409
H33 -4.574104 -2.386466 3.922195
H34 -1.896538 -3.091029 4.411880
H35 -1.275038 -3.798560 2.926705
H36 -2.854998 -4.265332 3.512321
H37 1.880520 -4.195002 0.552489
H38 1.818094 -5.892586 0.994798
H39 1.140687 -4.687443 2.076501
H40 0.193974 -7.245919 0.241787

Atoms 1-6, force components in eV/Å:
0.0 0.1 0.2
0.0 0.0 0.0
0.1 0.0 -0.1
0.1 0.0 0.0
-0.1 0.1 0.0
0.1 -0.1 0.0

---

# 2
Molecular formula: C44H40F6NS
Method: DFT, wB97M-V/def2-TZVPD

For the energy, the calculation gives -74906.22246 eV. The charge is -1. For the LUMO energy, the calculation gives 1.66 eV. The max |F| comes out at 1.115 eV Å⁻¹. Its frontier orbital gap is 4.0 eV.

CARTESIAN COORDINATES (ANGSTROEM)
C1 0.540352 1.625283 2.375543
C2 0.109212 0.973814 3.673882
C3 -0.648880 -0.191769 3.684673
C4 -0.988380 -0.778310 4.899009
C5 -0.585750 -0.223866 6.110606
C6 0.146562 0.964332 6.101932
C7 0.608861 1.573227 7.408252
N1 1.860273 0.967787 7.857193
S1 3.162117 1.640249 7.048144
C8 0.487372 1.557829 4.884659
H1 1.064458 0.862831 1.808721
H2 1.260106 2.403630 2.609583
H3 -0.321662 2.014082 1.837494
H4 -0.934630 -0.629390 2.736037
H5 -1.558727 -1.699207 4.935858
H6 -0.835211 -0.719675 7.029596
H7 -0.156808 1.395058 8.169241
H8 0.698536 2.666076 7.282080
H9 3.533044 0.753258 6.068195
H10 1.058331 2.473854 4.912920
F1 -2.846910 3.280242 1.533791
C9 -2.384089 4.541905 1.598642
C10 -2.738399 5.433743 0.605092
C11 -2.263630 6.735824 0.674125
C12 -1.440621 7.124467 1.722260
C13 -1.094083 6.209186 2.707837
C14 -1.570305 4.908038 2.652303
H11 -3.375042 5.107519 -0.206682
H12 -2.537212 7.447806 -0.093546
H13 -1.069064 8.139742 1.770515
H14 -0.449214 6.506593 3.523674
H15 -1.314384 4.182590 3.415112
F2 -2.964468 -1.368416 7.549052
C15 -3.250029 -1.776014 8.794382
C16 -3.206952 -0.856024 9.823524
C17 -3.504660 -1.279127 11.110165
C18 -3.831439 -2.606982 11.352972
C19 -3.864034 -3.515294 10.303706
C20 -3.575430 -3.100764 9.011531
H16 -2.939831 0.170748 9.612356
H17 -3.479003 -0.569322 11.926117
H18 -4.058472 -2.933059 12.359637
H19 -4.113160 -4.551562 10.490894
H20 -3.600152 -3.790112 8.178193
F3 -0.700654 -6.649561 0.993118
C21 -0.243196 -5.380857 1.103074
C22 -0.549831 -4.472879 0.110806
C23 -0.081892 -3.171105 0.230444
C24 0.686487 -2.801786 1.325227
C25 0.984871 -3.733416 2.309648
C26 0.514156 -5.034597 2.203936
H21 -1.145295 -4.784054 -0.737518
H22 -0.320011 -2.443588 -0.534449
H23 1.050893 -1.786952 1.414671
H24 1.583761 -3.444727 3.162684
H25 0.727803 -5.774348 2.963983
F4 2.338732 0.428560 0.135631
C27 2.047077 1.177170 -0.942434
C28 2.831029 2.277451 -1.225569
C29 2.526256 3.043909 -2.341012
C30 1.445636 2.708526 -3.146524
C31 0.666734 1.600231 -2.840476
C32 0.970552 0.823522 -1.731213
H26 3.662227 2.524507 -0.578864
H27 3.134148 3.906564 -2.580004
H28 1.209169 3.312419 -4.013447
H29 -0.175252 1.342915 -3.461987
H30 0.382663 -0.048130 -1.475448
F5 -0.724484 0.866508 -5.343952
C33 -0.063655 0.007739 -6.150102
C34 0.912147 0.500438 -6.991841
C35 1.592305 -0.386058 -7.814080
C36 1.284269 -1.739682 -7.789660
C37 0.295876 -2.210496 -6.936050
C38 -0.384166 -1.333444 -6.103233
H31 1.131884 1.559737 -6.998022
H32 2.365366 -0.018254 -8.475687
H33 1.814980 -2.426118 -8.433427
H34 0.052495 -3.264269 -6.917398
H35 -1.152165 -1.679598 -5.424360
F6 2.779545 -3.552342 -10.250549
C39 2.485013 -2.798812 -11.329156
C40 3.263591 -1.692978 -11.605907
C41 2.959503 -0.921989 -12.718321
C42 1.883898 -1.258374 -13.528684
C43 1.111892 -2.372125 -13.228289
C44 1.413351 -3.154115 -12.122978
H36 4.093004 -1.444448 -10.956841
H37 3.564312 -0.056109 -12.951578
H38 1.647672 -0.652306 -14.393020
H39 0.270472 -2.633939 -13.855500
H40 0.828235 -4.029559 -11.874914

Atoms 1-6, force components in eV/Å:
0.0 -0.7 0.8
0.1 0.6 0.2
0.2 0.1 0.1
0.0 -0.2 0.3
0.2 0.3 -1.1
-0.2 0.3 0.5

---

- Which value of energy does entry 1 give?
  -128524.45939 eV

---

- What is the charge in the second record?
  -1